# 1
C2H10LuNO3P2 | the ωB97M-V functional and the def2-TZVPD basis

Properties
- E: -2280.00907 Ha
- Frontier orbital gap: 2.977 eV

ORCA input file:
```
! RIJCOSX wB97M-V def2-TZVPD def2/J DEFGRID3
* xyz 2 1
N -0.99967 1.89740 0.33409
P -1.19656 1.01348 -0.93256
O -0.63458 1.53466 -2.28551
O -2.70058 0.71906 -1.13146
P -0.20572 -1.08655 -0.59724
C 1.23071 -0.36855 0.46731
C 0.93273 -0.28570 1.90597
O 1.78215 0.22128 2.66818
H -0.48799 2.74896 0.08419
H 0.05504 2.21535 -2.17975
H -2.81628 -0.11177 -1.63940
H -1.07939 -1.24893 0.55875
H -1.26810 -1.57868 -1.47688
H 0.64771 -0.94069 -1.77150
H 0.25647 -2.46333 -0.47263
H 1.47005 0.64313 0.14391
H 2.12974 -0.94881 0.29781
H 0.01099 -0.66601 2.34986
Lu 2.87327 -1.29427 3.67687
*
```

***

# 2
C2H10N | the ωB97M-V functional and the def2-TZVPD basis

Properties
- E: -136.67968 Ha
- Energy relative to the best compared isomer or geometry (same formula, charge and spin): 0.172 eV
- Frontier orbital gap: 11.253 eV

ORCA input file:
```
! RIJCOSX wB97M-V def2-TZVPD def2/J DEFGRID3
* xyz 1 1
N 2.15512 0.05426 -0.55506
H 3.00039 -0.39078 -0.19003
H 1.35703 -0.30488 -0.00647
H 2.01023 -0.26600 -1.51699
H 2.27229 1.06215 -0.43927
C -1.49151 0.14269 1.05916
C -1.11732 -0.22564 -0.37364
H -1.94618 -0.67552 1.59750
H -0.62522 0.50309 1.62800
H -2.14052 1.01468 1.05048
H -1.98006 -0.34479 -1.01267
H -0.60871 -1.18701 -0.51960
H -0.49673 0.56270 -0.82852
*
```

***

# 3
C2H10N2 | the ωB97M-V functional and the def2-TZVPD basis

Properties
- E: -191.65640 Ha
- Energy relative to the best compared isomer or geometry (same formula, charge and spin): 1.116 eV
- Frontier orbital gap: 10.150 eV

ORCA input file:
```
! RIJCOSX wB97M-V def2-TZVPD def2/J DEFGRID3
* xyz 0 1
C -3.00484 0.62031 -1.53968
N -1.84261 -0.37162 -1.71913
H -2.71533 1.65745 -1.47198
H -3.86209 0.44786 -2.19269
H -3.47378 0.21203 -0.63812
H -2.04227 -1.03742 -0.98098
H -1.07728 0.18245 -1.35376
C 2.76868 -0.71239 1.65320
N 2.21287 0.61562 1.40647
H 3.30594 -1.11496 0.78657
H 3.48283 -0.69885 2.48059
H 2.02104 -1.47909 1.85136
H 1.37260 0.49770 0.84856
H 2.85423 1.18091 0.86958
*
```

***

# 4
C2H10N2O | the ωB97M-V functional and the def2-TZVPD basis

Properties
- E: -266.88971 Ha
- Energy relative to the best compared isomer or geometry (same formula, charge and spin): 0.070 eV
- Expectation value of S²: 0.750
- Frontier orbital gap (alpha / beta): 2.826 / 9.925 eV

ORCA input file:
```
! RIJCOSX wB97M-V def2-TZVPD def2/J DEFGRID3
* xyz -1 2
C -0.56564 -0.20201 0.47389
C -0.38177 1.26047 0.16892
N 0.02676 1.96581 1.39795
N -0.66240 -1.01221 -0.75751
H -1.45773 -0.29501 1.08649
H 0.27819 -0.57184 1.06213
H -1.33277 1.69567 -0.11378
H 0.30918 1.44865 -0.64248
H 1.01468 1.85824 1.55611
H -0.14846 2.94875 1.29777
H -1.30528 -0.55863 -1.40457
H -1.10889 -1.91457 -0.55020
H 1.06607 -1.83073 -1.22121
H 2.54246 -2.28232 -1.40340
O 1.72559 -2.51027 -0.95011
*
```

***

# 5
C2H10N2O | the ωB97M-V functional and the def2-TZVPD basis

Properties
- E: -266.89993 Ha
- Energy relative to the best compared isomer or geometry (same formula, charge and spin): 1.206 eV
- Frontier orbital gap: 9.470 eV

ORCA input file:
```
! RIJCOSX wB97M-V def2-TZVPD def2/J DEFGRID3
* xyz 0 1
N -1.52183 -0.25824 -1.39952
C -0.83021 0.82177 -0.68459
C -0.50984 0.63660 0.73034
N 0.81720 1.03155 1.28778
H -1.02957 -1.21577 -1.17790
H -1.48361 0.00757 -2.42979
H -1.44193 1.80668 -0.87659
H 0.11874 1.02618 -1.18962
H -1.31433 1.11331 1.32883
H -0.55159 -0.45108 0.95308
H 1.09848 1.98660 0.98116
H 1.47651 0.22818 1.25986
O 1.51369 -2.12194 0.72863
H 1.25603 -2.05467 -0.15397
H 2.40227 -2.55673 0.64231
*
```

***

# 6
C2H10N2O | the ωB97M-V functional and the def2-TZVPD basis

Properties
- E: -266.93604 Ha
- Energy relative to the best compared isomer or geometry (same formula, charge and spin): 0.224 eV
- Frontier orbital gap: 10.183 eV

ORCA input file:
```
! RIJCOSX wB97M-V def2-TZVPD def2/J DEFGRID3
* xyz 0 1
N -1.65903 2.11286 -0.11155
C -1.16369 0.94978 0.63019
C -0.15788 0.08849 -0.12724
N 0.82020 -0.64707 0.67613
H -0.90751 2.78452 -0.29511
H -2.01609 1.86130 -1.03067
H -0.74624 1.29948 1.58066
H -2.06352 0.41534 0.94966
H 0.39558 0.74717 -0.80369
H -0.66047 -0.64320 -0.75597
H 0.34503 -1.39793 1.16658
H 1.18834 -0.02965 1.39598
O 1.85841 -2.59108 -1.19246
H 2.63527 -3.11256 -1.42756
H 2.13158 -1.83743 -0.65494
*
```

***

# 7
C2H10N2O | the ωB97M-V functional and the def2-TZVPD basis

Properties
- E: -266.90140 Ha
- Energy relative to the best compared isomer or geometry (same formula, charge and spin): 1.166 eV
- Frontier orbital gap: 10.700 eV

ORCA input file:
```
! RIJCOSX wB97M-V def2-TZVPD def2/J DEFGRID3
* xyz 0 1
N 0.37110 0.81351 0.98308
C -0.09724 -0.62981 0.96361
C -0.71447 -0.96473 -0.39394
N -0.19664 -2.26989 -0.87233
H 0.05392 1.27131 1.82681
H -0.08872 1.27454 0.22921
H -0.87330 -0.77150 1.72054
H 0.80325 -1.10027 1.33279
H -1.80386 -1.05855 -0.49367
H -0.40799 -0.13350 -1.07462
H -0.45568 -2.44897 -1.86729
H 0.81784 -2.12811 -1.03443
O 0.91532 3.06283 -0.68062
H 0.28479 2.35044 -0.73568
H 1.39170 2.73270 0.09654
*
```

***

# 8
C2H10N2O2 | the ωB97M-V functional and the def2-TZVPD basis

Properties
- E: -342.16131 Ha
- Energy relative to the best compared isomer or geometry (same formula, charge and spin): 0.886 eV
- Frontier orbital gap: 10.460 eV

ORCA input file:
```
! RIJCOSX wB97M-V def2-TZVPD def2/J DEFGRID3
* xyz 0 1
N -0.32118 1.00966 1.74756
C -0.72077 -0.34517 1.75760
O -2.14268 -0.49121 1.51411
H 0.34482 1.26381 1.04070
H -0.19281 1.52759 2.61043
H -0.48125 -0.91274 2.66019
H -0.24431 -0.86402 0.93817
H -2.49955 0.36913 1.76548
N -0.26828 0.18712 -2.05461
C 1.10849 -0.13512 -2.04767
O 1.38942 -1.01450 -0.95325
H -0.87547 -0.53003 -1.66745
H -0.49862 1.00542 -1.51356
H 1.67799 0.78742 -1.90932
H 1.39666 -0.63172 -2.98010
H 2.32754 -1.22564 -0.90827
*
```

***

# 9
C2H10N2O2 | the ωB97M-V functional and the def2-TZVPD basis

Properties
- E: -342.14844 Ha
- Energy relative to the best compared isomer or geometry (same formula, charge and spin): 1.236 eV
- Frontier orbital gap: 7.628 eV

ORCA input file:
```
! RIJCOSX wB97M-V def2-TZVPD def2/J DEFGRID3
* xyz 0 1
N 0.60461 2.00896 1.66367
C 1.63784 1.06186 1.53462
C 1.74667 0.21536 0.52041
N 2.77491 -0.73015 0.41275
H -0.05475 2.13653 0.91111
H 0.86824 2.90508 2.04133
H 2.26711 0.98627 2.40393
H 1.10951 0.21520 -0.34903
H 2.68129 -1.62590 -0.03938
H 3.65938 -0.58666 0.86047
O -3.87998 -0.51617 -3.42290
H -4.43012 0.17726 -3.79934
H -4.47853 -1.14060 -2.99409
O -1.37422 -1.62648 0.19460
H -2.28145 -1.75239 0.48178
H -1.30269 -0.71340 -0.09692
*
```

***

# 10
C2H10N2O2 | the ωB97M-V functional and the def2-TZVPD basis

Properties
- E: -342.17887 Ha
- Energy relative to the best compared isomer or geometry (same formula, charge and spin): 0.408 eV
- Frontier orbital gap: 10.456 eV

ORCA input file:
```
! RIJCOSX wB97M-V def2-TZVPD def2/J DEFGRID3
* xyz 0 1
H -1.10587 1.39829 2.26726
N -0.82135 0.62074 1.68306
C 0.44724 0.67672 1.57330
N 1.17514 0.00874 0.63052
C 2.30265 0.71567 0.04344
H 1.03968 1.26858 2.28081
H 0.55058 -0.35437 -0.08276
H 2.98998 0.01476 -0.42126
H 2.83476 1.26827 0.81400
H 2.01305 1.39306 -0.75814
O -2.09050 -0.90932 -0.35854
H -2.87235 -1.28488 0.05679
H -1.55700 -0.56191 0.38739
O -0.64627 -0.72164 -2.90534
H -1.12048 -0.80314 -2.06033
H 0.28995 -0.86614 -2.76730
*
```

***

# 11
C2H10N2O2 | the ωB97M-V functional and the def2-TZVPD basis

Properties
- E: -341.83893 Ha
- Energy relative to the best compared isomer or geometry (same formula, charge and spin): 0.831 eV
- Expectation value of S²: 0.786
- Frontier orbital gap (alpha / beta): 9.629 / 5.158 eV

ORCA input file:
```
! RIJCOSX wB97M-V def2-TZVPD def2/J DEFGRID3
* xyz 1 2
C -0.35281 -0.89021 1.31597
N 0.69459 -0.04140 1.74907
C 0.72820 1.27462 1.37963
N 1.84620 1.87334 1.46405
H -1.08809 -1.00094 2.14388
H -1.01309 -0.57821 0.50580
H -0.06770 -1.91405 1.07475
H 1.50387 -0.46595 2.21415
H -0.18856 1.68168 0.96293
H 1.95642 2.88356 1.44654
H 0.60958 2.47718 -5.19230
H 1.47423 1.88684 -4.03360
O 1.48057 2.51417 -4.77258
H -2.90712 -2.69794 0.34381
H -2.36191 -3.99195 -0.26820
O -2.31439 -3.01074 -0.33390
*
```

***

# 12
C2H10N2O2P | the ωB97M-V functional and the def2-TZVPD basis

Properties
- E: -683.36249 Ha
- Energy relative to the best compared isomer or geometry (same formula, charge and spin): 0.594 eV
- Frontier orbital gap: 11.219 eV

ORCA input file:
```
! RIJCOSX wB97M-V def2-TZVPD def2/J DEFGRID3
* xyz 1 1
C 0.36500 2.03649 0.07146
N -0.31829 1.13433 -0.85399
P -0.82278 -0.21761 -0.13367
O -1.76731 0.07211 1.14591
O -1.76976 -1.18208 -1.02142
N 0.36645 -1.02761 0.67709
C 1.55892 -1.62905 0.05669
H 0.78739 1.43275 0.86344
H 1.24156 2.41530 -0.35932
H -0.29504 2.83497 0.50118
H -0.78762 1.46201 -1.65308
H -2.55088 0.70048 0.97938
H -1.39061 -1.64755 -1.77837
H -0.03319 -1.31122 1.66313
H 1.64547 -2.58810 0.38188
H 1.34219 -1.47363 -0.94569
H 2.42852 -1.01161 0.40538
*
```

***

# 13
C2H10N2O3 | the ωB97M-V functional and the def2-TZVPD basis

Properties
- E: -417.33263 Ha
- Energy relative to the best compared isomer or geometry (same formula, charge and spin): 2.101 eV
- Expectation value of S²: 0.750
- Frontier orbital gap (alpha / beta): 1.903 / 8.198 eV

ORCA input file:
```
! RIJCOSX wB97M-V def2-TZVPD def2/J DEFGRID3
* xyz -1 2
O 1.55728 2.21196 1.68522
C 1.13725 1.50538 0.77698
N -0.17738 1.08142 0.40633
C -0.94878 1.39128 1.54472
N -2.31587 1.15967 1.28783
H 1.90723 1.35122 -0.02677
H -0.50986 0.53176 -0.32832
H -0.64967 0.79272 2.51735
H -0.91960 2.48023 1.88926
H -2.60202 1.56029 0.44580
H -3.01446 0.92461 2.04543
H 3.54716 -3.60238 -4.21536
H 3.94692 -3.20872 -5.62500
O 3.33285 -2.98636 -4.96323
H -1.60914 -1.96679 0.22964
H -1.35081 -1.13413 1.20162
O -1.33111 -2.09219 1.12851
*
```

***

# 14
C2H10N2O3 | the ωB97M-V functional and the def2-TZVPD basis

Properties
- E: -417.40232 Ha
- Energy relative to the best compared isomer or geometry (same formula, charge and spin): 1.938 eV
- Frontier orbital gap: 10.359 eV

ORCA input file:
```
! RIJCOSX wB97M-V def2-TZVPD def2/J DEFGRID3
* xyz 0 1
N 1.63387 -2.41531 -0.94999
C 1.62492 -0.98002 -1.19989
C 0.76696 -0.13301 -0.13878
N 1.49582 1.02060 0.22906
O -0.39972 -0.37662 0.16492
H 1.45888 -2.65489 -0.02518
H 0.79199 -2.83296 -1.43527
H 2.75749 -0.61354 -1.19904
H 1.28586 -0.60563 -2.25824
H 2.46234 0.94978 0.19756
H 1.09996 1.47984 1.04755
O -2.53953 0.44524 2.66778
H -2.65712 0.28602 3.54548
H -1.94538 -0.00657 2.05361
O -2.78682 2.20925 -1.23701
H -1.91570 2.24933 -1.03511
H -3.13382 1.97848 -0.42743
*
```

***

# 15
C2H10N2O3 | the ωB97M-V functional and the def2-TZVPD basis

Properties
- E: -417.27975 Ha
- Energy relative to the best compared isomer or geometry (same formula, charge and spin): 5.273 eV
- Frontier orbital gap: 10.331 eV

ORCA input file:
```
! RIJCOSX wB97M-V def2-TZVPD def2/J DEFGRID3
* xyz 0 1
C -0.94694 -1.00008 -2.14754
N 0.22756 -1.36804 -1.90388
O 0.53027 -1.59633 -0.56435
H -1.71469 -0.84146 -1.39595
H -1.18915 -0.84127 -3.18322
H 1.48043 -1.77202 -0.55554
C -0.45286 -0.44210 2.70748
O -0.76473 0.05965 1.43266
H 0.62977 -0.47897 2.87193
H -0.86820 -1.44369 2.85885
H -0.89718 0.23817 3.43284
H -0.40187 -0.54547 0.76406
N 0.57456 1.58872 -0.87223
O 1.47498 2.70495 -0.87109
H 0.24188 1.49232 0.08839
H -0.22475 1.88516 -1.43104
H 2.30091 2.36046 -1.23139
*
```

***

# 16
C2H10N2O3 | the ωB97M-V functional and the def2-TZVPD basis

Properties
- E: -417.17767 Ha
- Energy relative to the best compared isomer or geometry (same formula, charge and spin): 8.051 eV
- Frontier orbital gap: 4.169 eV

ORCA input file:
```
! RIJCOSX wB97M-V def2-TZVPD def2/J DEFGRID3
* xyz 0 1
C 1.01415 0.16731 -0.79743
N -0.40189 0.13764 -0.54329
C -0.91018 1.41652 0.00208
N -2.07351 1.74175 -0.82761
O -0.01633 2.32978 0.11200
H 1.21048 0.95710 -1.54644
H 1.61294 0.39989 0.08958
H 1.33251 -0.79618 -1.18176
H -0.65313 -0.66303 0.06864
H -2.52097 2.58076 -0.48183
H -1.78553 1.93909 -1.77813
H -0.74247 -2.92245 1.52528
H -1.40536 1.13692 0.97056
O -0.36631 -2.13763 1.09920
H 1.04079 -2.06131 0.97669
H 2.60435 -2.37712 1.44410
O 2.06046 -1.84904 0.86837
*
```

***

# 17
C2H10N3 | the ωB97M-V functional and the def2-TZVPD basis

Properties
- E: -246.23261 Ha
- Energy relative to the best compared isomer or geometry (same formula, charge and spin): 0.708 eV
- Frontier orbital gap: 11.692 eV

ORCA input file:
```
! RIJCOSX wB97M-V def2-TZVPD def2/J DEFGRID3
* xyz 1 1
C -2.02884 -0.80769 -1.96165
N -0.93922 0.06791 -1.47436
H -2.15148 -0.76004 -3.03130
H -1.76246 -1.83899 -1.68993
H -2.94113 -0.62452 -1.39642
H -1.12044 1.02401 -1.76798
H -0.09389 -0.22259 -1.96546
H -0.58733 -0.12653 -0.24221
N 2.01899 0.82265 1.76924
C 1.27139 0.00578 1.02940
N -0.01549 -0.07282 0.91844
H 3.01405 0.70317 1.70729
H 1.61192 1.35269 2.52573
H 1.85684 -0.58452 0.31576
H -0.54710 0.36837 1.66567
*
```

***

# 18
C2H10N3 | the ωB97M-V functional and the def2-TZVPD basis

Properties
- E: -246.22068 Ha
- Energy relative to the best compared isomer or geometry (same formula, charge and spin): 1.033 eV
- Frontier orbital gap: 11.181 eV

ORCA input file:
```
! RIJCOSX wB97M-V def2-TZVPD def2/J DEFGRID3
* xyz 1 1
N -1.98301 0.21228 -0.61087
C -1.29185 -0.31718 0.53002
N 0.11986 -0.62339 0.19531
C 1.02002 0.57186 -0.00648
N 2.35358 0.11652 -0.16900
H -2.43163 -0.49745 -1.16533
H -2.60621 0.96671 -0.37385
H -1.32745 0.37878 1.37844
H -1.76764 -1.25020 0.86784
H 0.18091 -1.16581 -0.67170
H 0.54900 -1.23247 0.90051
H 0.59995 1.15844 -0.83005
H 0.89615 1.09431 0.95125
H 3.10313 0.72973 0.12550
H 2.58520 -0.14216 -1.12159
*
```

***

# 19
C2H10N3 | the ωB97M-V functional and the def2-TZVPD basis

Properties
- E: -246.07289 Ha
- Energy relative to the best compared isomer or geometry (same formula, charge and spin): 5.054 eV
- Frontier orbital gap (alpha / beta): 8.115 / 9.520 eV

ORCA input file:
```
! RIJCOSX wB97M-V def2-TZVPD def2/J DEFGRID3
* xyz 1 1
C 2.87768 0.07332 0.49468
C 1.47740 0.21623 0.21805
N -0.86150 -1.24190 -0.17213
N 0.50014 -1.11708 -0.20249
N -2.95426 0.63957 -0.20534
H 3.46800 -0.47576 -0.32486
H 3.45827 0.90838 0.82436
H 3.05305 -0.57551 1.38495
H 0.93821 1.18220 0.15218
H -1.11058 -2.11174 -0.62877
H -1.50459 -0.40026 -0.12759
H 0.95502 -1.95431 -0.33450
H -2.85841 1.38668 0.55578
H -3.20828 1.14041 -1.00114
H -3.60480 -0.00781 0.16128
*
```